No. 1
{
  "formula": "C5H37N2O11",
  "method": "the ωB97M-V functional and the def2-TZVPD basis",
  "symbols": ["C", "N", "C", "C", "N", "C", "C", "H", "H", "H", "H", "H", "H", "H", "H", "H", "H", "H", "H", "H", "H", "H", "H", "H", "O", "H", "H", "O", "H", "H", "O", "H", "H", "O", "H", "H", "O", "H", "H", "O", "H", "H", "O", "H", "H", "O", "H", "H", "O", "H", "H", "O", "H", "H", "O"],
  "coordinates": [[-0.33777, -0.33496, 0.07503], [-0.27657, 0.84055, 0.85701], [-1.63286, 1.32370, 1.14096], [1.09755, -1.02517, -0.13960], [1.85647, -0.83048, 1.15151], [3.22297, -1.40670, 1.09050], [1.09517, -2.48011, -0.62960], [-0.80866, -0.40920, -0.97225], [-1.03847, -1.05444, 0.49152], [0.31924, 1.53267, 0.39430], [-1.68088, 2.26204, 1.67809], [-2.11589, 1.36801, 0.10263], [-2.26115, 0.65439, 1.75057], [1.50620, -0.37503, -0.88526], [1.37339, -1.26281, 1.94663], [1.96763, 0.19341, 1.28035], [3.66306, -1.51134, 2.09605], [3.39795, -2.32026, 0.52952], [3.94221, -0.64473, 0.66265], [0.08108, -2.65949, -1.04378], [1.93509, -2.63037, -1.29286], [1.21090, -3.12528, 0.22944], [-1.18755, -0.05424, 3.75363], [-0.81110, 1.17310, 4.61325], [-1.26651, 0.90755, 3.80757], [1.86398, 1.51084, -1.44663], [3.03322, 2.37907, -0.89360], [2.67519, 1.48740, -0.92322], [-0.79772, -2.36141, 1.89914], [0.00865, -3.36381, 2.95238], [-0.08709, -2.50895, 2.53908], [-2.96873, -2.15509, 0.26812], [-3.26325, -1.83642, 1.71549], [-2.60477, -2.26269, 1.16042], [-2.18694, 0.92457, -3.65692], [-1.77936, 1.46568, -5.06119], [-1.58665, 1.51649, -4.12067], [0.43157, 3.96529, -2.36726], [0.93672, 3.73682, -0.94107], [1.13482, 3.53364, -1.86480], [0.85028, -1.90411, -3.96020], [2.14138, -2.21449, -4.44949], [1.65592, -2.31474, -3.60462], [0.13729, 4.47905, 2.18584], [1.58512, 4.34670, 2.13773], [0.81320, 4.10273, 1.60559], [1.14631, 1.70261, 2.32584], [2.19504, 2.21269, 1.60224], [2.12062, 1.59142, 2.35156], [-4.07420, -1.17411, -1.31465], [-3.74707, -0.07173, -0.36627], [-4.26736, -0.88413, -0.40961], [-2.35429, -1.90928, -3.51161], [-3.57951, -1.01695, -3.45554], [-2.68389, -1.10789, -3.08395]],
  "forces_ev_per_angstrom": [[0.580, -3.451, -1.702], [-0.153, 0.487, 0.350], [-0.859, -0.175, -2.015], [-2.050, 0.748, 0.736], [1.034, -0.776, -1.462], [2.638, 1.568, 0.341], [-0.838, 1.018, 0.831], [0.671, 1.402, 0.657], [0.330, 0.116, 0.890], [-0.691, 0.096, 0.069], [0.300, 0.256, -0.302], [-0.041, 0.561, 1.299], [0.767, -0.144, -0.341], [1.028, -0.017, -0.109], [-0.550, 0.125, -0.205], [-0.113, -0.402, 0.719], [-0.706, -0.251, -0.174], [-0.778, -0.036, 0.068], [-1.143, -0.658, 0.007], [0.899, -0.221, -0.268], [-0.365, -0.260, -0.452], [-0.134, -0.341, 0.223], [0.147, 0.132, 0.154], [-0.062, -0.194, 0.075], [0.135, -0.013, 0.212], [0.313, 0.682, -0.251], [-0.175, 0.087, -0.461], [0.049, -0.577, 0.747], [-0.518, -1.080, 0.296], [-0.729, -0.378, -0.368], [1.146, 1.488, 0.212], [-0.138, 0.104, 0.348], [-0.148, -0.052, 0.042], [0.359, -0.439, 0.141], [0.067, -0.181, -0.270], [-0.160, -0.094, 0.097], [0.270, 0.296, 0.164], [0.128, -0.106, -0.010], [-0.048, 0.202, -0.045], [-0.287, 0.035, 0.180], [-0.280, -0.118, 0.820], [0.533, -0.454, 0.790], [-0.225, 0.663, -1.753], [-0.450, -0.155, -0.409], [0.287, -0.150, -0.382], [0.153, 0.320, 0.647], [-0.044, -0.798, 1.023], [1.159, -0.117, 0.193], [-0.931, 1.120, -0.992], [-0.174, -0.069, 0.142], [-0.104, 0.113, 0.237], [0.179, 0.139, -0.697], [0.094, 0.085, 0.084], [0.371, -0.001, 0.033], [-0.744, -0.135, -0.159]],
  "mulliken_charge": [-0.198, 0.513, -1.260, 0.415, 0.502, -0.908, -1.900, 0.217, -0.241, 0.077, 0.313, 0.263, 0.330, 0.101, 0.454, 0.276, 0.398, 0.365, 0.272, 0.379, 0.547, 0.345, 0.290, 0.275, -0.579, 0.246, 0.332, -0.556, 0.270, 0.252, -0.616, 0.320, 0.289, -0.659, 0.313, 0.296, -0.623, 0.303, 0.287, -0.629, 0.268, 0.298, -0.557, 0.299, 0.324, -0.585, 0.419, 0.242, -0.780, 0.329, 0.357, -0.724, 0.267, 0.325, -0.555],
  "lumo_energy_ev": -2.47,
  "gap_ev": 9.6,
  "relative_energy_kj_mol": 374.1,
  "homo_ev": -12.1,
  "charge": 1
}


No. 2
{
  "formula": "C5H39NO13S",
  "method": "the ωB97M-V functional and the def2-TZVPD basis",
  "symbols": ["C", "C", "S", "C", "N", "C", "C", "H", "H", "H", "H", "H", "H", "H", "H", "H", "H", "H", "H", "H", "H", "H", "O", "H", "H", "O", "H", "H", "O", "H", "H", "O", "H", "H", "O", "H", "H", "O", "H", "H", "O", "H", "H", "O", "H", "H", "O", "H", "H", "O", "H", "H", "O", "H", "H", "O", "H", "H", "O"],
  "coordinates": [[2.16774, 1.31003, -1.22986], [3.59294, 1.36255, -0.71979], [3.57544, 2.11931, 0.99764], [1.29272, 0.37697, -0.46843], [0.16900, -0.04896, -1.34749], [-0.78087, -0.97447, -0.45027], [-1.29230, -2.17541, -1.12177], [2.42725, 1.02175, -2.22443], [1.61353, 2.28978, -1.26350], [4.01071, 0.32270, -0.64657], [4.33088, 2.05723, -1.37220], [2.54974, 1.35037, 1.49991], [1.94778, -0.50612, -0.16746], [0.88828, 0.93657, 0.39171], [0.53134, -0.71289, -2.00068], [-0.35604, -1.23059, 0.65700], [-1.54353, -0.13979, -0.13722], [-2.45087, -2.07622, -1.18823], [-0.79220, -2.31179, -2.06884], [-1.11818, -3.17849, -0.65174], [1.10143, 1.52524, 4.36248], [1.17542, 0.72031, 3.06594], [0.77875, 1.52345, 3.47748], [-1.01031, 3.18538, 0.21155], [-1.70202, 2.44592, 1.18927], [-1.80884, 2.69400, 0.29100], [-0.68672, -2.42516, 3.90308], [0.09112, -3.57101, 3.02695], [-0.16512, -3.33574, 3.89030], [-2.37459, -0.66090, 2.13673], [-0.94589, -0.32784, 2.56931], [-1.61084, -0.91432, 2.67275], [-3.30344, 0.37073, 3.26930], [-2.95792, 1.30773, 2.15534], [-3.54600, 0.55969, 2.39012], [-1.57726, 3.51476, 3.15559], [-0.74414, 2.15736, 3.03907], [-1.46879, 2.64212, 2.81576], [2.32040, -2.28147, -2.42879], [3.74203, -1.76437, -1.78953], [2.78811, -1.72805, -1.67180], [0.87966, -0.41641, -4.08419], [-0.02386, -1.50764, -4.56188], [0.91692, -1.42437, -4.23571], [-4.16914, 1.14140, -0.51495], [-3.87112, 2.61576, -1.31916], [-4.09868, 1.57883, -1.41542], [-3.43488, 0.83365, -3.20873], [-2.52955, -0.26598, -3.01414], [-2.85357, 0.30465, -3.72391], [2.16385, -2.14265, -0.05206], [2.02755, -3.47441, 0.77757], [2.01202, -2.47195, 0.82523], [1.89944, -1.17300, 1.95744], [1.59308, -1.35242, 3.31527], [1.94862, -0.63381, 2.77112], [-0.29547, 1.41708, -3.29609], [-0.93026, 0.58066, -4.34868], [-0.09337, 0.96023, -4.09139]],
  "forces_ev_per_angstrom": [[0.633, 1.615, -0.469], [1.396, 1.632, 0.821], [-0.154, -0.632, -0.213], [0.061, -1.197, -0.561], [-0.968, -1.848, 3.170], [1.135, 4.240, 3.333], [-2.549, -1.518, -0.185], [-1.059, -0.655, -1.212], [1.061, -0.579, -0.114], [-0.259, 1.048, -0.168], [-1.827, -1.672, 1.522], [0.898, 0.543, -0.388], [-1.240, 1.621, 0.121], [-0.011, -0.575, -0.154], [0.626, -0.207, -0.695], [-0.224, 0.469, -2.918], [0.643, -1.939, -0.765], [1.960, -0.462, -0.513], [-0.375, 0.190, -0.785], [-0.031, 1.108, 0.260], [0.342, 0.073, 1.018], [0.120, 0.003, 0.181], [-0.480, 0.080, -0.983], [1.017, 0.825, -0.735], [-0.227, -0.311, 1.732], [-0.833, -0.195, -1.886], [1.466, -2.940, -0.847], [0.065, 0.087, -1.797], [-1.596, 2.982, 2.462], [0.138, 0.207, -0.081], [3.228, 3.103, -0.705], [-2.280, -4.087, 1.231], [0.318, -0.282, 1.829], [-0.586, -0.310, 0.370], [-0.864, 1.371, -2.241], [0.510, 0.557, 0.566], [4.135, -1.566, 1.900], [-4.688, 1.032, -1.672], [1.649, 1.813, 1.888], [-0.030, -0.259, -0.330], [-1.499, -1.833, -2.261], [0.221, -1.395, -0.203], [1.571, -0.403, 0.409], [-1.519, 1.143, -0.109], [0.315, 1.400, -1.475], [-0.643, -3.965, 0.350], [0.327, 2.471, 1.074], [-1.130, 1.254, 0.700], [0.201, -0.190, -0.192], [0.985, -1.215, -0.380], [0.374, -0.099, -1.282], [0.058, 1.988, 0.033], [-0.358, -2.638, 1.288], [0.467, 0.394, -0.584], [0.035, 0.293, 0.862], [-0.388, -1.215, -0.105], [-0.202, 0.485, 1.383], [-0.844, 0.079, -0.154], [0.908, 0.079, -1.339]],
  "mulliken_charge": [-0.562, -0.685, -0.247, 0.695, 0.303, 0.790, -1.403, 0.167, 0.288, 0.181, 0.372, 0.022, -0.721, 0.254, -0.146, -0.163, 0.017, 0.308, 0.333, 0.302, 0.247, 0.407, -0.637, 0.264, 0.284, -0.497, 0.334, 0.284, -0.645, 0.462, 0.259, -0.656, 0.303, 0.391, -0.810, 0.238, 0.431, -0.603, 0.282, 0.239, -0.576, 0.494, 0.275, -0.705, 0.289, 0.322, -0.662, 0.353, 0.311, -0.696, 0.313, 0.294, -0.708, 0.295, 0.383, -0.595, 0.295, 0.336, -0.701],
  "lumo_energy_ev": 0.02,
  "gap_ev": 8.9,
  "relative_energy_kj_mol": 203.5,
  "homo_ev": -8.8,
  "charge": 0
}


No. 3
{
  "formula": "C5H39NO14",
  "method": "the ωB97M-V functional and the def2-TZVPD basis",
  "symbols": ["C", "N", "C", "C", "C", "O", "C", "H", "H", "H", "H", "H", "H", "H", "H", "H", "H", "H", "H", "H", "H", "H", "O", "H", "H", "O", "H", "H", "O", "H", "H", "O", "H", "H", "O", "H", "H", "O", "H", "H", "O", "H", "H", "O", "H", "H", "O", "H", "H", "O", "H", "H", "O", "H", "H", "O", "H", "H", "O"],
  "coordinates": [[2.63051, 0.84858, 1.95598], [2.42857, -0.02639, 0.82216], [0.98663, -0.16553, 0.31869], [0.73937, 0.53651, -1.15309], [-0.54939, 0.05406, -1.78501], [-1.63388, 0.36565, -0.87069], [2.04921, 0.26355, 3.24728], [2.30908, 1.93508, 1.75121], [3.79035, 0.97282, 2.04600], [3.01776, 0.21379, 0.02085], [0.28726, 0.20945, 1.05061], [0.86739, -1.23286, 0.17563], [1.84310, 0.32684, -1.70119], [0.76604, 1.56362, -0.91838], [-0.70299, 0.55185, -2.70811], [-0.51447, -1.06541, -1.99371], [-1.60315, 1.22151, -0.34585], [2.58360, 0.66297, 4.09887], [2.09892, -0.83245, 3.20092], [1.03476, 0.68675, 3.45842], [-1.55629, -3.15738, -0.72050], [-1.35036, -1.75724, -0.31351], [-1.71842, -2.68004, 0.01635], [-0.99662, -5.04092, 1.75451], [-0.21416, -3.71116, 1.40367], [-0.12925, -4.58798, 1.42315], [0.07980, 4.09640, 0.49312], [-0.13239, 3.26817, 1.72860], [0.46569, 3.42246, 0.95468], [-3.99875, -0.33802, -1.34151], [-3.24809, -0.19458, -0.17765], [-4.10774, -0.04362, -0.48555], [4.48219, 1.14625, -2.06970], [3.00270, 1.47921, -1.57361], [3.52517, 0.89816, -2.15229], [-3.61312, 1.57574, -1.51981], [-5.18567, 1.89839, -1.00240], [-4.30154, 2.23223, -1.20387], [2.36192, -4.39021, 2.17833], [2.95132, -3.26991, 1.50285], [3.23741, -4.01354, 2.13198], [-2.72171, 0.15337, -2.91493], [-1.80929, -0.32337, -4.04250], [-2.58162, 0.15083, -3.86358], [-2.82616, 2.92821, 0.20904], [-3.00129, 3.49589, 1.73988], [-2.37865, 3.08423, 1.05435], [0.44392, -4.10278, -1.17024], [-0.52414, -5.00956, -0.59947], [-0.46438, -4.49887, -1.40729], [2.07332, -1.50648, -3.32215], [2.61613, -2.67314, -2.70062], [1.97320, -2.44869, -3.31737], [-4.20894, 2.04164, 2.35207], [-3.12692, 1.93066, 3.47573], [-3.89016, 2.43621, 3.25893], [3.13088, 4.16644, -0.32061], [2.34378, 3.01885, 0.24922], [2.96959, 3.23377, -0.37792]],
  "forces_ev_per_angstrom": [[2.108, 1.610, -0.270], [-1.667, -0.112, -1.176], [1.769, 0.484, -1.651], [3.892, -2.801, 1.511], [1.432, -0.055, 1.302], [-0.148, 0.376, 0.091], [-0.655, 1.130, -0.171], [-0.002, -1.487, 0.660], [-1.938, -0.418, 0.020], [-0.146, -0.070, 0.586], [-0.135, 0.059, 0.258], [-0.512, -0.293, 0.045], [-4.023, -0.072, 0.836], [-0.439, 1.542, -0.196], [-0.146, 0.526, -0.758], [-0.290, 1.282, 0.537], [0.848, -1.299, -1.142], [0.536, -0.260, 0.234], [-0.214, 0.388, 0.251], [0.363, -0.908, -0.512], [0.860, -3.249, -3.860], [-1.355, -2.511, 1.493], [0.220, 6.215, 2.823], [2.437, 1.839, -0.853], [-1.398, 5.555, -0.107], [-1.019, -7.521, 1.130], [-1.759, 2.740, -1.908], [0.639, 0.159, -1.199], [1.132, -2.955, 2.987], [-0.325, -1.342, -2.994], [1.910, -0.464, 1.276], [-2.415, -0.196, 2.344], [-1.463, -0.104, 0.044], [0.924, 0.579, -0.280], [1.417, 0.097, -0.011], [-2.378, 0.889, 0.880], [0.949, -0.781, -0.257], [1.525, 1.669, -0.915], [-0.524, -0.989, 0.553], [1.353, -1.063, 1.248], [-0.913, 2.109, -1.815], [0.275, -0.151, -0.004], [1.684, -1.247, -0.303], [-2.317, 1.283, -0.066], [-0.768, 0.445, 0.328], [0.968, -1.015, -1.675], [-0.326, 0.638, 1.077], [-1.888, -0.559, -1.154], [-0.531, -0.511, 0.481], [2.657, 0.801, 0.165], [-0.118, 1.049, -0.338], [1.899, -1.130, 1.744], [-1.731, 0.188, -1.320], [0.930, 0.905, 2.723], [0.982, -0.753, 0.210], [-2.139, -0.250, -2.772], [0.037, 0.590, 0.087], [-2.378, -0.395, 2.299], [2.314, -0.182, -2.517]],
  "mulliken_charge": [0.089, -0.173, -0.417, 0.011, -1.349, 0.160, -1.197, 0.011, 0.353, 0.309, 0.341, 0.124, -0.210, 0.421, 0.713, 0.535, -0.010, 0.433, 0.220, 0.253, 0.425, 0.132, -0.686, 0.338, 0.273, -0.622, 0.222, 0.231, -0.490, 0.371, 0.326, -0.690, 0.338, 0.173, -0.656, 0.424, 0.301, -0.704, 0.331, 0.299, -0.647, 0.268, 0.323, -0.685, 0.282, 0.312, -0.571, 0.302, 0.384, -0.715, 0.286, 0.309, -0.618, 0.357, 0.316, -0.701, 0.237, 0.188, -0.582],
  "lumo_energy_ev": -0.06,
  "gap_ev": 8.9,
  "relative_energy_kj_mol": 699.8,
  "homo_ev": -9.0,
  "charge": 0
}